Entry 1:
Here is the molecule C23H36N2O2 in a non-equilibrium geometry from the Open Molecules 2025 dataset. Energies are from wB97M-V/def2-TZVPD.

Structure (ORCA input):
```
! wB97M-V def2-TZVPD RIJCOSX def2/J DEFGRID3
* xyz 0 1
C 5.24 -2.83 1.35
C 5.38 -3.21 -0.16
O 5.66 -2.05 -0.92
C 4.67 -1.77 -1.91
C 3.50 -0.95 -1.32
C 3.65 0.39 -1.09
C 2.58 1.16 -0.50
C 2.85 2.65 -0.26
C 1.62 3.57 -0.34
C 0.69 3.53 0.92
C -0.78 3.92 0.57
C -1.49 2.88 -0.35
C -3.05 3.05 -0.38
C -3.77 1.83 0.31
C -4.65 0.98 -0.67
C -4.04 -0.41 -1.04
C -4.66 -1.61 -0.26
C -3.67 -2.22 0.79
O -4.25 -2.27 2.09
C -3.43 -1.70 3.09
C 1.42 0.51 -0.19
C 1.21 -0.88 -0.45
N 0.00 -1.42 -0.10
C -0.08 -2.71 -0.39
C 0.99 -3.46 -0.97
N 2.17 -2.98 -1.28
C 2.25 -1.64 -1.02
H 4.94 -1.77 1.36
H 4.52 -3.47 1.87
H 6.23 -2.93 1.84
H 4.49 -3.77 -0.51
H 6.23 -3.93 -0.21
H 5.16 -1.19 -2.71
H 4.33 -2.71 -2.37
H 4.62 0.84 -1.35
H 3.41 2.83 0.68
H 3.54 2.97 -1.07
H 2.00 4.61 -0.39
H 1.01 3.44 -1.25
H 1.04 4.35 1.59
H 0.76 2.61 1.50
H -1.40 4.08 1.47
H -0.71 4.86 0.00
H -1.30 1.83 -0.06
H -1.11 3.03 -1.38
H -3.34 3.98 0.14
H -3.39 3.03 -1.43
H -3.06 1.15 0.81
H -4.44 2.25 1.08
H -5.61 0.79 -0.15
H -4.90 1.53 -1.59
H -4.24 -0.61 -2.11
H -2.94 -0.35 -0.93
H -4.93 -2.39 -1.00
H -5.59 -1.31 0.25
H -3.32 -3.22 0.45
H -2.77 -1.57 0.77
H -3.57 -2.29 4.02
H -3.72 -0.66 3.33
H -2.36 -1.70 2.84
H 0.61 1.06 0.28
H -1.02 -3.22 -0.14
H 0.81 -4.53 -1.16
*
```

## Properties
- structure (SMILES) = CCOCc1cc(CCCCCCCCCCCOC)cc2nccnc12
- Kohn-Sham gap (eV) = 8.7
- lowest unoccupied orbital energy (eV) = -0.32

natural (NBO) population analysis, charges in e, atoms 1 to 4: -0.6389 -0.0762 -0.5386 -0.0873

Entry 2:
Here is a structure of composition C23H36N3O5PdSSi in a non-equilibrium geometry from the Open Molecules 2025 dataset. Energies are from wB97M-V/def2-TZVPD.

Structure (ORCA input):
```
! wB97M-V def2-TZVPD RIJCOSX def2/J DEFGRID3
* xyz -2 2
Pd -1.01 0.13 0.03
O -0.65 -2.19 0.07
N -0.83 -2.83 -1.08
C -0.47 -4.15 -1.10
C -0.56 -4.92 -2.22
C -1.05 -4.36 -3.40
C -1.42 -3.01 -3.37
C -1.32 -2.24 -2.23
S -1.79 -0.58 -2.27
H -0.09 -4.52 -0.16
H -0.25 -5.95 -2.17
H -1.13 -4.94 -4.31
H -1.79 -2.52 -4.26
C -4.18 -2.46 0.02
C -3.91 -1.52 1.14
N -3.12 -0.49 1.08
C -3.21 0.17 2.28
C -4.11 -0.52 3.11
N -4.54 -1.60 2.34
C -4.62 -0.32 4.43
O -4.18 0.74 5.12
O -5.46 -1.09 4.92
C -2.47 1.43 2.49
O -2.56 2.01 3.61
O -1.81 1.87 1.52
H -3.47 -2.25 -0.78
H -5.19 -2.31 -0.37
H -4.07 -3.50 0.34
H -5.19 -2.28 2.68
H -3.50 1.29 4.54
C 3.82 0.68 -1.73
C 2.35 0.28 -1.82
C 1.77 0.78 -3.15
C 2.27 -1.24 -1.89
Si 1.22 0.98 -0.28
C 1.04 2.99 -0.53
C -0.14 3.17 -1.49
C 2.25 3.74 -1.09
C 0.64 3.68 0.77
C 2.15 0.54 1.46
C 2.66 -0.90 1.45
C 3.30 1.45 1.89
C 1.05 0.59 2.54
H 4.37 0.29 -2.59
H 4.27 0.26 -0.84
H 3.95 1.75 -1.70
H 2.24 0.26 -3.99
H 1.94 1.85 -3.29
H 0.71 0.59 -3.19
H 2.78 -1.61 -2.78
H 1.23 -1.56 -1.95
H 2.72 -1.71 -1.02
H 0.07 2.72 -2.46
H -0.36 4.23 -1.64
H -1.03 2.68 -1.08
H 2.55 3.35 -2.06
H 3.10 3.68 -0.41
H 2.00 4.80 -1.22
H -0.25 3.21 1.19
H 0.40 4.73 0.59
H 1.43 3.65 1.52
H 3.54 -1.01 0.82
H 1.88 -1.57 1.11
H 2.95 -1.20 2.47
H 4.11 1.43 1.17
H 3.69 1.12 2.85
H 2.97 2.48 2.00
H 0.26 -0.13 2.29
H 0.61 1.58 2.61
H 1.46 0.32 3.52
*
```

## Properties
- Kohn-Sham gap (spin up / spin down) (eV) = 3.9 / 5.1
- energy relative to the best compared isomer or geometry (same formula, charge and spin) (kcal/mol) = 6.11
- ⟨S²⟩ = 0.75
- lowest unoccupied orbital energy (spin up / spin down) (eV) = 4.59 / 4.58

natural (NBO) population analysis, charges in e, atoms 1 to 4: 0.3956 -0.6009 0.0088 0.0091

Entry 3:
Here is a cluster of 3 separate species, C23H36O4 in total in a non-equilibrium geometry from the Open Molecules 2025 dataset. Energies are from wB97M-V/def2-TZVPD.

Structure (ORCA input):
```
! wB97M-V def2-TZVPD RIJCOSX def2/J DEFGRID3
* xyz 0 1
O -0.92 -0.87 -2.28
C -1.01 0.18 -1.47
C -1.36 1.76 -1.73
C -1.92 2.38 -0.46
C -2.37 3.93 -0.20
O -3.64 4.29 -0.87
C -4.54 3.14 -0.61
C -4.95 2.91 0.99
C -5.94 1.65 1.41
C -6.46 0.68 0.17
C -6.06 0.93 -1.43
C -5.07 2.20 -1.86
C -1.90 1.05 0.50
O -2.69 0.64 1.50
O -0.74 0.23 0.01
H -1.24 2.39 -2.73
H -1.54 4.63 -0.69
H -2.39 4.15 0.97
H -4.53 3.64 1.82
H -6.23 1.49 2.53
H -7.15 -0.23 0.50
H -6.49 0.21 -2.26
H -4.77 2.38 -2.98
C -0.06 -6.82 -0.17
C 0.99 -6.00 0.55
C 0.39 -4.94 1.49
C -0.46 -3.87 0.80
C 0.26 -3.07 -0.30
C 1.44 -2.27 0.23
H -0.69 -6.20 -0.82
H 0.42 -7.58 -0.80
H -0.71 -7.34 0.55
H 1.65 -5.53 -0.18
H 1.61 -6.67 1.15
H 1.20 -4.46 2.05
H -0.23 -5.45 2.24
H -0.83 -3.17 1.56
H -1.36 -4.34 0.36
H -0.46 -2.38 -0.75
H 0.59 -3.74 -1.10
H 1.12 -1.57 1.00
H 1.89 -1.70 -0.59
H 2.21 -2.92 0.65
C 1.77 3.74 0.18
C 2.16 2.27 0.25
C 3.38 2.02 1.14
C 4.68 2.69 0.68
C 5.13 2.33 -0.73
C 5.46 0.85 -0.90
H 2.56 4.35 -0.25
H 0.87 3.86 -0.44
H 1.53 4.12 1.18
H 2.34 1.89 -0.76
H 1.31 1.70 0.65
H 3.54 0.93 1.22
H 3.15 2.36 2.16
H 5.47 2.43 1.39
H 4.56 3.78 0.74
H 6.04 2.91 -0.97
H 4.38 2.62 -1.47
H 6.24 0.54 -0.20
H 5.80 0.65 -1.91
H 4.58 0.22 -0.72
*
```

## Properties
- structure (SMILES) = O=C1C=C(COc2ccccc2)C(=O)O1.CCCCCC.CCCCCC
- Kohn-Sham gap (eV) = 7.1
- energy relative to the best compared isomer or geometry (same formula, charge and spin) (kcal/mol) = 254.99
- lowest unoccupied orbital energy (eV) = -1.57

natural (NBO) population analysis, charges in e, atoms 1 to 4: -0.5053 0.7636 -0.2574 -0.0600

Entry 4:
Here is a structure of composition C23H37AsF6N6O2PdS3 in a non-equilibrium geometry from the Open Molecules 2025 dataset. Energies are from wB97M-V/def2-TZVPD.

Structure (ORCA input):
```
! wB97M-V def2-TZVPD RIJCOSX def2/J DEFGRID3
* xyz -1 2
Pd -0.61 -1.00 1.34
N 4.44 -1.93 -4.59
C 3.67 -2.38 -3.51
C 4.42 -3.03 -2.48
C 3.70 -3.42 -1.38
C 2.33 -3.01 -1.20
C 1.59 -2.57 -2.31
C 2.26 -2.24 -3.49
S 1.51 -2.93 0.40
O 0.14 -3.38 0.28
O 2.31 -3.57 1.39
N 1.34 -1.27 0.70
C 2.33 -0.43 0.99
S 3.80 -1.03 1.65
C 4.47 0.54 1.76
C 3.55 1.45 1.31
N 2.39 0.92 0.78
H 5.41 -1.77 -4.37
H 4.03 -1.08 -5.02
H 5.49 -2.99 -2.60
H 4.18 -3.92 -0.57
H 0.50 -2.48 -2.24
H 1.73 -1.80 -4.30
H 5.56 0.63 1.97
H 3.58 2.56 1.35
C -1.86 -3.24 5.83
C -1.10 -1.92 5.56
C -0.07 -1.57 6.63
C -2.04 -0.71 5.40
C -0.41 -2.03 4.21
N -0.11 -1.85 3.11
H -2.35 -3.34 6.81
H -1.16 -4.08 5.66
H -2.62 -3.41 5.05
H -0.53 -1.66 7.62
H 0.25 -0.54 6.56
H 0.86 -2.21 6.63
H -2.52 -0.46 6.41
H -2.83 -0.92 4.68
H -1.40 0.14 5.07
C -5.93 3.17 -2.54
C -4.97 1.99 -2.37
C -3.50 2.21 -2.71
C -2.70 0.94 -2.75
N -1.31 1.15 -2.65
C -0.66 1.12 -1.45
S -1.48 0.92 0.08
N 0.66 1.24 -1.42
C 1.47 2.03 -2.34
C 1.48 3.47 -1.88
C 2.54 4.34 -2.62
C 3.97 3.94 -2.29
H -6.88 2.69 -2.96
H -5.66 4.05 -3.15
H -6.16 3.54 -1.54
H -5.36 1.18 -3.03
H -5.09 1.55 -1.36
H -3.04 2.88 -1.95
H -3.41 2.77 -3.72
H -2.85 0.40 -3.72
H -2.98 0.31 -1.90
H -0.73 1.31 -3.46
H 1.08 1.25 -0.48
H 1.11 1.92 -3.37
H 2.51 1.64 -2.25
H 1.63 3.53 -0.79
H 0.52 3.99 -2.07
H 2.34 5.38 -2.34
H 2.39 4.35 -3.72
H 4.28 3.84 -1.21
H 4.75 4.64 -2.69
H 4.17 2.96 -2.73
F -3.67 -1.95 0.06
As -4.13 -1.85 1.75
F -2.59 -0.86 2.16
F -3.13 -3.24 2.09
F -5.53 -2.84 1.38
F -4.42 -1.68 3.52
F -4.94 -0.35 1.34
*
```

## Properties
- Kohn-Sham gap (spin up / spin down) (eV) = 5.7 / 6.7
- energy relative to the best compared isomer or geometry (same formula, charge and spin) (kcal/mol) = 5.67
- ⟨S²⟩ = 0.75
- lowest unoccupied orbital energy (spin up / spin down) (eV) = 2.15 / 2.15

Mulliken population analysis, charges in e, atoms 1 to 4: 0.5408 -0.6334 1.0959 -0.5390

Entry 5:
Here is a structure of composition C23H37AsN6P2Pd in a non-equilibrium geometry from the Open Molecules 2025 dataset. Energies are from wB97M-V/def2-TZVPD.

Structure (ORCA input):
```
! wB97M-V def2-TZVPD RIJCOSX def2/J DEFGRID3
* xyz 4 1
Pd -0.73 -0.54 0.75
C 0.61 -0.25 4.45
P -0.80 -0.58 3.33
C -2.22 0.19 4.20
C -1.10 -2.39 3.58
C -2.25 -2.88 2.71
P -1.84 -2.74 0.92
C -0.82 -4.22 0.54
C -3.42 -3.02 0.05
H 0.37 -0.67 5.43
H 0.76 0.82 4.56
H 1.52 -0.72 4.08
H -2.39 -0.35 5.13
H -3.13 0.17 3.60
H -1.98 1.22 4.46
H -1.33 -2.55 4.64
H -0.18 -2.94 3.36
H -3.16 -2.29 2.91
H -2.48 -3.93 2.93
H -1.19 -5.04 1.16
H 0.23 -4.07 0.78
H -0.93 -4.49 -0.50
H -3.80 -4.01 0.33
H -3.28 -3.00 -1.03
H -4.15 -2.27 0.34
N 0.08 -2.32 -2.40
C -0.66 -1.26 -2.68
N -0.91 -0.96 -3.94
C -1.62 0.13 -4.26
N -1.83 0.46 -5.50
N -2.08 0.92 -3.25
C -1.81 0.59 -2.01
N -1.10 -0.48 -1.64
C -2.30 1.49 -0.95
C -3.13 2.57 -1.26
C -3.53 3.42 -0.25
C -3.07 3.20 1.04
C -2.24 2.11 1.27
N -1.88 1.28 0.30
H 0.36 -2.93 -3.16
H 0.25 -2.59 -1.44
H -1.49 -0.12 -6.25
H -2.37 1.29 -5.75
H -3.43 2.72 -2.29
H -4.19 4.26 -0.46
H -3.35 3.85 1.86
H -1.83 1.92 2.26
C 3.23 -0.94 0.89
As 1.70 0.17 0.37
C 1.99 1.80 1.40
C 2.12 0.71 -1.55
C 3.37 1.45 -1.82
C 3.37 2.86 -1.76
C 4.39 3.59 -2.34
C 5.48 2.91 -2.89
C 5.50 1.51 -2.97
C 4.49 0.79 -2.37
H 4.15 -0.35 0.80
H 3.31 -1.83 0.26
H 3.12 -1.26 1.93
H 2.93 2.26 1.10
H 2.06 1.55 2.47
H 1.17 2.51 1.26
H 1.25 1.31 -1.84
H 2.11 -0.24 -2.11
H 2.53 3.38 -1.32
H 4.36 4.67 -2.35
H 6.36 3.47 -3.19
H 6.31 1.01 -3.48
H 4.52 -0.29 -2.40
*
```

## Properties
- Kohn-Sham gap (spin up / spin down) (eV) = 3.9 / 3.9
- lowest unoccupied orbital energy (spin up / spin down) (eV) = -15.76 / -15.79

natural (NBO) population analysis, charges in e, atoms 1 to 4: 0.4905 -0.9518 1.0956 -0.9596

Entry 6:
Here is a cluster of 2 separate species, C23H37ClNO10 in total in a non-equilibrium geometry from the Open Molecules 2025 dataset. Energies are from wB97M-V/def2-TZVPD.

Structure (ORCA input):
```
! wB97M-V def2-TZVPD RIJCOSX def2/J DEFGRID3
* xyz -1 1
C -4.54 -0.19 1.39
O -4.66 -1.07 0.29
C -3.41 -1.40 -0.30
C -3.17 -0.55 -1.55
C -1.72 -0.52 -2.08
C -0.84 -1.75 -1.79
C 0.23 -1.99 -2.88
C 1.71 -1.86 -2.50
C 2.24 -2.84 -1.45
C 3.73 -2.57 -1.12
C 4.08 -2.00 0.27
C 4.47 -0.50 0.23
N 4.16 0.25 1.43
C 2.91 0.99 1.47
C 2.80 2.00 0.26
C 1.47 2.03 -0.41
O 1.05 1.21 -1.16
Cl 0.42 3.41 0.01
C 1.73 0.01 1.51
C 1.51 -0.69 2.82
O 0.46 -0.75 3.38
O 2.60 -1.36 3.35
C 2.49 -2.63 3.82
C 1.42 -3.51 3.23
O 3.31 -3.04 4.57
C 2.86 1.93 2.74
O 3.94 2.13 3.31
O 1.72 2.40 2.93
H -5.55 0.05 1.73
H -4.02 0.73 1.12
H -4.00 -0.66 2.22
H -3.46 -2.46 -0.56
H -2.60 -1.28 0.42
H -3.48 0.47 -1.30
H -3.85 -0.88 -2.33
H -1.78 -0.40 -3.17
H -1.23 0.39 -1.71
H -1.47 -2.64 -1.72
H -0.37 -1.63 -0.81
H 0.09 -2.99 -3.29
H 0.05 -1.26 -3.68
H 2.28 -2.04 -3.42
H 1.94 -0.83 -2.20
H 1.62 -2.78 -0.55
H 2.17 -3.86 -1.85
H 4.29 -3.49 -1.27
H 4.09 -1.87 -1.88
H 3.26 -2.15 0.97
H 4.92 -2.58 0.66
H 5.55 -0.44 0.08
H 4.01 -0.08 -0.68
H 4.92 0.85 1.70
H 3.08 2.99 0.60
H 3.50 1.71 -0.54
H 0.79 0.53 1.35
H 1.84 -0.76 0.74
H 1.31 -4.37 3.89
H 0.45 -3.02 3.12
H 1.76 -3.87 2.26
C -2.66 4.79 -1.24
C -3.87 3.92 -1.37
C -5.14 4.46 -0.75
O -5.85 3.28 -0.39
C -4.94 2.28 -0.21
O -5.19 1.22 0.25
O -3.73 2.68 -0.65
H -1.80 4.34 -1.74
H -2.85 5.77 -1.69
H -2.39 4.93 -0.19
H -4.05 3.66 -2.42
H -5.75 5.06 -1.43
H -4.93 5.04 0.15
*
```

## Properties
- Kohn-Sham gap (eV) = 7.4
- lowest unoccupied orbital energy (eV) = 2.24

Mulliken population analysis, charges in e, atoms 1 to 4: -0.7014 -0.4258 -0.3660 0.5758

Entry 7:
Here is a cluster of 3 separate species, C23H37F2N3O11PS in total in a non-equilibrium geometry from the Open Molecules 2025 dataset. Energies are from wB97M-V/def2-TZVPD.

Structure (ORCA input):
```
! wB97M-V def2-TZVPD RIJCOSX def2/J DEFGRID3
* xyz 1 1
C 7.30 2.58 3.50
C 6.30 1.88 2.74
C 5.23 0.87 3.40
N 3.87 1.27 2.88
C 3.00 1.52 4.11
C 1.62 2.14 3.52
C 0.69 2.70 4.75
C 0.60 4.33 4.65
C -0.11 4.84 3.30
C 0.90 5.63 2.30
O 0.28 5.94 1.00
C 0.91 5.14 -0.02
O 2.08 5.33 -0.45
O 0.86 1.15 2.79
C 1.65 0.58 1.67
C 1.64 1.75 0.53
N 1.88 1.24 -0.85
N 0.83 -0.60 1.20
C 0.65 -1.61 2.26
O -0.19 -1.59 3.19
F 1.58 -2.71 2.27
C -0.50 -0.18 0.70
O -0.70 -0.27 -0.54
F -1.59 0.29 1.49
C 3.15 0.15 2.13
P 4.25 -0.44 0.68
S 3.44 -1.77 -0.48
H 7.71 3.55 3.08
H 7.65 2.23 4.53
H 6.27 2.11 1.61
H 5.28 1.07 4.54
H 5.49 -0.24 3.27
H 3.90 2.16 2.35
H 2.69 0.51 4.60
H 3.47 2.24 4.86
H 1.93 3.07 2.93
H -0.37 2.28 4.69
H 1.22 2.49 5.76
H 1.67 4.78 4.75
H 0.02 4.73 5.57
H -0.47 3.91 2.72
H -1.05 5.48 3.53
H 1.31 6.60 2.79
H 1.84 5.00 2.06
H 0.31 4.27 -0.50
H 2.50 2.50 0.76
H 0.68 2.37 0.56
H 1.12 1.66 -1.43
H 2.80 1.55 -1.21
H 3.15 -0.74 2.88
H 4.70 0.68 -0.15
H 5.48 -1.02 1.21
C -2.02 -2.95 -1.05
C -2.86 -3.78 -2.00
C -4.08 -3.06 -2.50
O -4.96 -4.13 -2.79
C -4.63 -5.15 -1.95
O -5.29 -6.13 -1.77
O -3.44 -4.90 -1.33
H -2.59 -2.65 -0.17
H -1.17 -3.54 -0.69
H -1.64 -2.05 -1.55
H -2.25 -4.16 -2.82
H -3.88 -2.46 -3.39
H -4.55 -2.42 -1.74
C -6.22 -3.92 -5.71
C -6.32 -4.25 -7.18
C -5.36 -5.33 -7.62
O -5.19 -5.03 -9.00
C -5.38 -3.68 -9.12
O -5.11 -3.05 -10.11
O -5.91 -3.15 -7.99
H -5.21 -3.57 -5.45
H -6.91 -3.11 -5.45
H -6.46 -4.79 -5.09
H -7.35 -4.50 -7.44
H -5.77 -6.33 -7.48
H -4.39 -5.27 -7.12
*
```

## Properties
- Kohn-Sham gap (eV) = 8.4
- lowest unoccupied orbital energy (eV) = -3.43

Mulliken population analysis, charges in e, atoms 1 to 4: -0.7515 -0.1209 -0.4520 0.4126